Below is a molecular structure, C24H50NO8PdS3 at a distorted geometry, with properties calculated with ωB97M-V with the def2-TZVPD basis set.

The geometry in ORCA input format:
```
! RIJCOSX wB97M-V def2-TZVPD def2/J DEFGRID3
* xyz 1 3
Pd 2.26 4.12 -1.09
C 0.16 0.50 -1.09
C 0.20 1.80 -1.93
C -0.98 1.88 -3.02
O 0.51 2.81 -1.00
H -0.61 0.82 -0.38
H 1.09 0.36 -0.54
H -0.15 -0.34 -1.71
H 1.18 1.68 -2.40
H -0.72 1.13 -3.77
H -1.14 2.79 -3.59
H -1.87 1.69 -2.42
C -2.57 -2.21 -0.86
C -3.48 -0.99 -0.95
C -3.80 -0.79 -2.42
S -4.25 -2.57 -2.92
O -3.66 -2.78 -4.19
O -5.62 -2.72 -2.65
C -3.11 -3.46 -1.74
H -2.51 -2.49 0.19
H -1.52 -2.02 -1.07
H -2.96 -0.06 -0.70
H -4.37 -1.13 -0.34
H -2.91 -0.42 -2.93
H -4.65 -0.20 -2.77
H -2.28 -3.78 -2.37
H -3.78 -4.24 -1.41
C 2.60 0.99 -5.55
C 3.35 0.24 -4.49
C 4.67 1.11 -4.23
S 4.04 2.85 -4.15
O 4.96 3.80 -4.79
O 3.42 3.09 -2.83
C 2.68 2.49 -5.27
H 1.56 0.72 -5.71
H 3.13 0.73 -6.47
H 3.63 -0.73 -4.92
H 2.78 0.05 -3.58
H 5.35 0.85 -5.04
H 5.13 1.02 -3.25
H 3.00 3.06 -6.15
H 1.77 2.95 -4.88
C 3.19 -3.57 0.32
C 1.68 -3.19 -0.03
C 1.53 -2.90 -1.50
S 3.19 -3.13 -2.32
O 3.94 -1.88 -2.31
O 3.03 -3.94 -3.51
C 3.97 -4.11 -0.93
H 3.31 -4.19 1.21
H 3.69 -2.68 0.71
H 1.33 -2.41 0.65
H 1.15 -4.14 0.00
H 1.09 -1.97 -1.87
H 1.03 -3.75 -1.97
H 5.04 -3.95 -1.06
H 3.65 -5.12 -1.20
C -1.03 3.40 4.92
C -1.83 2.45 4.03
C -0.98 2.03 2.82
C 0.00 0.92 3.15
C -0.71 -0.25 3.79
C -1.35 0.09 5.13
N -2.28 1.25 4.78
O -3.19 1.52 5.79
C -2.10 -1.18 5.50
C -0.41 0.39 6.25
C -3.04 3.22 3.39
H -1.50 3.53 5.90
H -0.94 4.37 4.43
H -0.06 2.89 4.93
H -1.57 1.70 1.97
H -0.39 2.90 2.53
H 0.74 1.16 3.92
H 0.53 0.70 2.23
H 0.11 -0.96 3.92
H -1.40 -0.65 3.04
H -2.93 -1.46 4.85
H -1.43 -2.04 5.53
H -2.59 -1.08 6.47
H 0.47 1.01 6.12
H -0.99 0.78 7.09
H -0.02 -0.59 6.53
H -3.50 2.65 2.58
H -2.63 4.17 3.04
H -3.80 3.49 4.13
H -2.58 1.93 6.41
*
```

Properties
M, g mol⁻¹: 683.28
HOMO-LUMO gap (alpha / beta), hartree: 0.279 / 0.113
Energy relative to the best compared isomer or geometry (same formula, charge and spin), kcal/mol: 0.0
Energy, eV: -79539.0527

Below is a molecular structure, C15H66BNO29 at a distorted geometry, with properties calculated with ωB97M-V with the def2-TZVPD basis set.

The geometry in ORCA input format:
```
! RIJCOSX wB97M-V def2-TZVPD def2/J DEFGRID3
* xyz 0 1
C 17.68 44.55 3.63
C 17.23 43.39 4.65
C 16.27 43.87 5.83
C 16.34 42.81 6.98
N 15.71 43.10 8.23
C 15.68 41.95 9.14
C 14.46 42.06 9.99
C 13.46 42.63 9.12
C 14.30 43.28 8.03
C 16.34 44.30 8.80
C 17.88 44.37 8.91
C 18.35 45.61 9.64
H 18.20 44.07 2.75
H 18.28 45.30 4.11
H 16.71 45.05 3.37
H 18.00 42.74 4.93
H 16.50 42.75 4.17
H 15.39 44.00 5.34
H 16.63 44.90 6.30
H 17.24 42.54 7.10
H 15.92 41.83 6.66
H 16.52 41.95 9.90
H 15.66 40.84 8.63
H 14.84 42.76 10.84
H 14.34 41.14 10.44
H 12.83 43.27 9.59
H 12.96 41.82 8.68
H 14.22 44.35 7.97
H 13.92 42.97 7.16
H 15.95 44.41 9.87
H 15.86 45.37 8.32
H 18.36 44.55 7.92
H 18.23 43.56 9.32
H 19.24 46.09 9.18
H 18.49 45.40 10.72
H 17.75 46.67 9.47
O 10.64 42.54 3.66
C 11.92 42.63 3.34
O 12.36 42.86 2.27
B 13.72 42.49 2.20
O 13.94 42.17 3.62
C 12.91 42.24 4.28
O 12.70 41.89 5.40
O 14.47 43.67 1.79
C 15.20 43.17 0.91
O 16.15 43.74 0.27
C 15.01 41.79 0.65
O 13.98 41.42 1.31
O 15.68 40.99 0.06
O 17.68 49.43 9.36
H 18.41 48.99 8.98
H 17.38 49.04 10.21
O 19.79 41.64 8.49
H 20.17 42.47 8.74
H 20.34 41.04 8.09
O 19.75 48.43 7.83
H 20.81 47.96 8.11
H 20.10 49.37 7.76
O 18.48 47.68 5.59
H 18.96 46.92 5.22
H 18.91 47.96 6.32
O 13.40 45.64 4.65
H 12.66 45.32 5.20
H 13.08 45.52 3.69
O 10.02 41.65 9.29
H 10.46 41.71 8.44
H 10.03 42.62 9.73
O 20.44 45.82 5.61
H 21.04 46.26 6.18
H 20.76 44.84 5.43
O 15.41 38.08 6.97
H 16.25 38.19 7.46
H 15.53 38.41 6.01
O 19.71 41.60 2.60
H 19.20 41.05 3.23
H 20.62 41.19 2.54
O 13.88 43.04 13.21
H 13.22 43.48 13.68
H 14.67 43.44 13.72
O 21.99 46.50 8.16
H 22.45 46.61 9.12
H 21.64 45.57 8.48
O 15.94 39.43 12.53
H 16.53 40.13 12.42
H 15.76 39.08 11.70
O 16.13 46.46 11.80
H 16.89 47.09 11.67
H 16.28 45.87 12.54
O 13.59 40.22 13.57
H 14.43 40.28 13.07
H 13.36 41.05 13.15
O 15.80 46.98 5.52
H 16.73 46.71 5.66
H 15.01 46.57 5.11
O 20.59 46.44 2.78
H 20.45 45.61 2.46
H 20.50 46.39 3.68
O 15.34 48.56 8.36
H 16.28 48.58 8.54
H 15.30 48.00 7.66
O 20.04 44.44 1.00
H 20.05 43.45 1.28
H 19.92 44.39 0.10
O 17.04 46.13 0.33
H 16.61 45.29 0.57
H 17.05 46.94 1.01
O 11.36 40.43 7.09
H 12.03 39.71 7.33
H 11.74 41.17 6.54
O 18.14 42.04 12.23
H 18.44 41.17 11.91
H 18.91 42.74 11.99
*
```

Properties
M, g mol⁻¹: 735.48
HOMO-LUMO gap, hartree: 0.271
Energy relative to the best compared isomer or geometry (same formula, charge and spin), kcal/mol: 33.7
Energy, eV: -78163.9675

Question: Among the records above, which one has the highest M?
Answer: C15H66BNO29